one | Below is the molecule C4H3BrO, with properties calculated with the ωB97M-V functional and the def2-TZVPD basis.

ORCA input file:
```
! RIJCOSX wB97M-V def2-TZVPD def2/J DEFGRID3
* xyz 0 1
C 0.024 0.954 0.018
C 1.018 0.064 -0.107
C 0.069 -1.129 -0.112
C -1.114 -0.078 0.011
O 0.107 -2.303 0.039
Br 3.196 0.696 -0.001
H 0.117 2.041 0.288
H -1.766 -0.408 0.844
H -1.651 0.162 -0.980
*
```

Output
SMILES: O=C1CC=C1Br
Lowest unoccupied orbital energy, eV: -0.674
E_HOMO, eV: -10.23
Frontier orbital gap, eV: 9.557

=====

two | Below is a cluster of 2 separate species, C4H3BrO in total, with properties calculated with the ωB97M-V functional and the def2-TZVPD basis.

ORCA input file:
```
! RIJCOSX wB97M-V def2-TZVPD def2/J DEFGRID3
* xyz 0 1
C -0.735 -0.032 -0.142
C 1.313 -0.186 -0.033
C 1.377 -1.439 0.003
C -1.380 1.075 0.080
O 1.248 -2.585 -0.080
Br 2.427 1.292 0.119
H -1.101 -0.957 -0.396
H -0.743 1.959 0.287
H -2.406 0.873 0.163
*
```

Output
Lowest unoccupied orbital energy, eV: 0.072
E_HOMO, eV: -8.82
Frontier orbital gap, eV: 8.890

=====

Short version: one is the most stable of them.

=====

one | Below is a cluster of 9 separate species, H19O9 in total, with properties calculated with the ωB97M-V functional and the def2-TZVPD basis.

ORCA input file:
```
! RIJCOSX wB97M-V def2-TZVPD def2/J DEFGRID3
* xyz 1 1
O 2.689 4.712 13.517
H 3.062 5.055 14.369
H 3.463 4.414 12.938
H 2.049 3.975 13.733
O 0.736 3.022 13.924
H 0.589 2.591 13.067
H 0.144 2.580 14.542
O 0.628 6.578 14.678
H 0.120 7.385 14.816
H 0.002 5.866 14.847
O 3.876 4.963 16.100
H 4.445 4.187 16.180
H 3.591 5.157 17.002
O 4.815 4.082 12.058
H 4.859 3.733 11.160
H 5.691 4.447 12.239
O 2.454 5.953 10.736
H 1.750 5.647 10.154
H 3.234 5.470 10.451
O 3.494 1.389 12.487
H 4.434 1.590 12.549
H 3.399 0.497 12.842
O 1.302 2.614 11.092
H 1.254 2.048 10.313
H 2.002 2.206 11.634
O 4.910 6.538 13.884
H 4.294 7.264 14.034
H 5.000 6.092 14.734
*
```

Output
Lowest unoccupied orbital energy, eV: -3.056
E_HOMO, eV: -13.88
Frontier orbital gap, eV: 10.823

=====

two | Below is a structure of composition H19O9, with properties calculated with the ωB97M-V functional and the def2-TZVPD basis.

ORCA input file:
```
! RIJCOSX wB97M-V def2-TZVPD def2/J DEFGRID3
* xyz 1 1
O -0.574 -2.520 2.695
H 1.368 -1.392 1.408
H -0.649 0.977 0.136
O 0.048 4.143 0.754
H 0.157 4.052 -2.196
O -0.944 -3.979 0.232
H 0.822 4.689 0.637
H -0.950 -4.619 -0.452
O 2.283 0.813 -0.620
H 2.750 1.391 -1.242
H 2.546 -0.123 -0.752
O -0.141 1.945 1.628
H 0.763 2.267 1.557
H -0.786 2.570 1.973
O -0.625 3.514 -2.336
H -0.801 -4.288 1.134
H -1.085 4.010 -3.017
O -0.164 0.345 -0.562
H -1.458 -2.321 3.014
H 0.531 0.958 -0.892
O 1.022 -1.466 0.544
H 0.379 -2.231 0.456
H 0.299 -0.513 0.033
O -0.989 -3.031 -2.427
H -1.254 -2.190 -2.826
H -1.638 -2.779 -1.718
H 0.003 -2.894 3.308
H -0.561 4.472 0.040
*
```

Output
Lowest unoccupied orbital energy, eV: -2.826
E_HOMO, eV: -14.09
Frontier orbital gap, eV: 11.265

=====

three | Below is a cluster of 9 separate species, H19O9 in total, with properties calculated with the ωB97M-V functional and the def2-TZVPD basis.

ORCA input file:
```
! RIJCOSX wB97M-V def2-TZVPD def2/J DEFGRID3
* xyz 1 1
O -0.215 0.406 -0.463
H 0.355 1.306 -0.273
H -0.888 0.638 -1.001
H 0.349 -0.362 -0.790
O 0.326 -0.051 3.220
H -0.348 0.183 2.478
H 0.994 0.704 3.361
O 2.863 -0.389 0.826
H 3.348 -0.427 1.706
H 3.420 -0.578 0.055
O 1.968 1.878 -1.066
H 2.405 1.638 -1.874
H 2.595 1.594 -0.260
O -1.829 -2.762 0.060
H -0.961 -2.487 -0.412
H -1.375 -3.251 0.717
O -0.455 3.340 0.117
H 0.094 3.677 -0.471
H -0.001 3.599 0.979
O 0.603 -2.102 -1.080
H 0.635 -2.457 -1.890
H 1.292 -2.629 -0.769
O -2.050 -0.523 1.583
H -1.921 -1.147 0.898
H -2.985 -0.590 1.895
O -2.521 0.292 -2.096
H -3.205 0.657 -2.595
H -2.492 -0.157 -2.856
*
```

Output
Lowest unoccupied orbital energy, eV: -3.489
E_HOMO, eV: -13.41
Frontier orbital gap, eV: 9.917

=====

Short version: one is the most stable of them.

=====

one | Below is the molecule C6H11NS, with properties calculated with the ωB97M-V functional and the def2-TZVPD basis.

ORCA input file:
```
! RIJCOSX wB97M-V def2-TZVPD def2/J DEFGRID3
* xyz 0 1
C 0.267 -2.206 -0.555
C 0.716 -1.091 0.337
C -0.352 -0.360 1.092
C -1.770 -0.525 0.619
C -0.570 0.544 -1.182
C 0.398 0.334 -0.022
H -0.077 -3.058 0.047
H -0.511 -1.961 -1.231
H 1.058 -2.572 -1.168
H 1.588 -1.337 0.981
H -0.226 0.011 2.108
H -2.388 0.150 1.246
H -2.157 -1.534 0.720
H -2.570 0.637 -0.954
H -0.135 0.222 -2.184
H -0.701 1.635 -1.199
H 0.906 2.500 0.981
N -1.838 -0.073 -0.770
S 1.622 1.602 0.270
*
```

Output
SMILES: C[C@@H]1[C@@H]2CNC[C@]12S
Lowest unoccupied orbital energy, eV: 0.807
E_HOMO, eV: -8.59
Frontier orbital gap, eV: 9.394

=====

two | Below is a structure of composition C6H11NS, with properties calculated with the ωB97M-V functional and the def2-TZVPD basis.

ORCA input file:
```
! RIJCOSX wB97M-V def2-TZVPD def2/J DEFGRID3
* xyz 0 1
C -0.845 0.413 -0.516
C 0.394 0.380 -1.429
C 1.397 -0.040 -0.363
C 1.157 0.825 0.841
C -0.213 0.021 0.824
C 0.691 -1.236 0.390
H -2.378 -1.023 -0.197
H -2.228 -0.436 -1.716
H -1.332 1.336 -0.474
H 0.687 1.297 -1.971
H 0.323 -0.517 -2.128
H 2.447 -0.211 -0.683
H 1.189 1.963 0.732
H 1.629 0.476 1.782
H -1.411 1.288 2.617
H 0.208 -2.040 -0.095
H 1.349 -1.720 1.130
N -1.676 -0.731 -0.957
S -1.388 -0.046 2.212
*
```

Output
Lowest unoccupied orbital energy, eV: 0.848
E_HOMO, eV: -8.93
Frontier orbital gap, eV: 9.777

=====

Short version: one is the most stable of them.

=====

one | Below is a cluster of 2 separate species, C6H11NS in total, with properties calculated with the ωB97M-V functional and the def2-TZVPD basis.

ORCA input file:
```
! RIJCOSX wB97M-V def2-TZVPD def2/J DEFGRID3
* xyz 0 1
C 0.442 -1.534 0.999
C -2.008 1.991 0.415
C -0.408 -0.539 0.973
C -1.174 -1.037 -1.403
C 2.595 0.591 -0.174
C -1.195 -0.140 -0.204
N -2.085 0.803 0.008
S 1.310 1.841 -0.239
H 1.211 -1.677 1.760
H 0.469 -2.325 0.347
H -2.971 2.614 0.604
H -1.082 2.428 0.407
H -0.201 0.076 1.839
H -1.886 -0.551 -2.089
H -1.413 -2.136 -1.304
H -0.106 -1.188 -1.643
H 3.554 1.020 -0.120
H 2.542 -0.163 -0.922
H 2.406 -0.074 0.748
*
```

Output
Lowest unoccupied orbital energy (spin up / spin down), eV: -0.679 / -1.432
E_HOMO (spin up / spin down), eV: -7.90 / -6.82
Frontier orbital gap (spin up / spin down), eV: 7.225 / 5.386

=====

two | Below is a cluster of 2 separate species, C6H11NS in total, with properties calculated with the ωB97M-V functional and the def2-TZVPD basis.

ORCA input file:
```
! RIJCOSX wB97M-V def2-TZVPD def2/J DEFGRID3
* xyz 0 1
C -1.671 1.747 -0.026
C 0.502 0.754 -1.718
C 1.184 -0.705 0.179
C -0.927 0.172 1.776
C 0.611 0.648 -0.190
C -0.777 0.786 0.474
N -2.349 2.626 -0.345
S -2.453 -1.738 -0.612
H 1.187 0.052 -2.157
H 0.885 1.827 -2.082
H -0.501 0.558 -2.134
H 2.104 -1.101 -0.427
H 0.442 -1.349 0.127
H 1.550 -0.623 1.228
H -0.038 0.098 2.236
H -1.679 0.654 2.479
H -1.494 -0.784 1.626
H 1.201 1.609 0.081
H -2.287 -2.770 -1.412
*
```

Output
Lowest unoccupied orbital energy (spin up / spin down), eV: -2.934 / -2.935
E_HOMO (spin up / spin down), eV: -8.12 / -8.12
Frontier orbital gap (spin up / spin down), eV: 5.187 / 5.186

=====

Short version: one is the most stable of them.

=====

one | Below is a cluster of 2 separate species, C6H11NS in total, with properties calculated with the ωB97M-V functional and the def2-TZVPD basis.

ORCA input file:
```
! RIJCOSX wB97M-V def2-TZVPD def2/J DEFGRID3
* xyz 0 1
C -0.819 0.228 0.114
C 2.411 -0.860 0.557
C -1.493 -0.508 1.184
C 2.417 -1.245 -0.680
C 0.733 1.995 -1.022
C 0.249 1.028 0.134
N -1.298 -0.120 -1.112
S 2.490 -0.417 2.084
H -1.616 -1.541 0.914
H -2.439 -0.076 1.393
H -1.029 -0.568 2.117
H 1.538 -1.259 -1.317
H 3.185 -1.693 -1.208
H -2.269 -0.388 -1.274
H 0.010 1.872 -1.983
H 0.681 3.016 -0.755
H 1.679 1.629 -1.400
H 0.745 1.470 0.996
H -0.876 0.444 -1.805
*
```

Output
SMILES: C/C=C(/C)N.C=C=S
Lowest unoccupied orbital energy, eV: 0.052
E_HOMO, eV: -7.80
Frontier orbital gap, eV: 7.854

=====

two | Below is the molecule C6H11NS, with properties calculated with the ωB97M-V functional and the def2-TZVPD basis.

ORCA input file:
```
! RIJCOSX wB97M-V def2-TZVPD def2/J DEFGRID3
* xyz 0 1
C -0.118 0.108 -1.725
C -0.628 0.688 -0.425
C -0.220 2.150 -0.236
C -0.704 -1.573 0.724
C 0.660 -1.872 1.354
C 1.040 -0.424 1.179
H 0.960 0.320 -1.824
H -0.481 0.534 -2.641
H -0.270 -0.983 -1.757
H -1.717 0.710 -0.550
H -0.586 2.503 0.781
H -0.714 2.668 -1.039
H 0.878 2.413 -0.281
H -0.812 -2.010 -0.258
H -1.525 -1.776 1.434
H 1.449 0.016 2.167
H 1.763 -0.224 0.312
N -0.393 -0.133 0.749
S 1.416 -3.114 2.036
*
```

Output
SMILES: CC(C)N1CC(=S)C1
Lowest unoccupied orbital energy, eV: -0.104
E_HOMO, eV: -8.69
Frontier orbital gap, eV: 8.583

=====

Short version: two is the most stable of them.

=====

one | Below is the molecule C6H11NS, with properties calculated with the ωB97M-V functional and the def2-TZVPD basis.

ORCA input file:
```
! RIJCOSX wB97M-V def2-TZVPD def2/J DEFGRID3
* xyz 0 1
C -2.336 -0.839 -0.043
C -1.026 -0.059 0.036
C 0.076 -0.394 -1.036
C 1.026 0.140 0.038
C 0.696 1.676 0.063
C 0.051 -0.454 1.093
H -3.083 -0.546 0.767
H -2.092 -1.967 0.099
H -2.835 -0.715 -0.955
H 0.095 0.141 -2.000
H 0.160 -1.430 -1.246
H 2.800 0.056 -0.884
H 2.942 0.040 0.743
H 1.095 2.326 -0.805
H 1.086 2.050 0.960
H 0.097 -1.532 1.166
H -0.024 0.033 2.048
N 2.382 -0.276 -0.037
S -1.110 1.752 -0.007
*
```

Output
SMILES: C[C@]12C[C@](N)(CS1)C2
Lowest unoccupied orbital energy, eV: 0.898
E_HOMO, eV: -8.32
Frontier orbital gap, eV: 9.219

=====

two | Below is a cluster of 2 separate species, C6H11NS in total, with properties calculated with the ωB97M-V functional and the def2-TZVPD basis.

ORCA input file:
```
! RIJCOSX wB97M-V def2-TZVPD def2/J DEFGRID3
* xyz 0 1
C -1.614 2.186 1.169
C -0.014 0.807 -2.057
C -0.471 1.469 1.243
C -0.793 -1.332 1.073
C 1.932 -1.007 -0.939
C 0.050 0.626 0.230
N -0.586 0.575 -0.983
S 1.774 0.437 0.186
H -2.160 2.920 1.785
H -2.233 1.876 0.357
H -0.727 0.737 -2.908
H 1.046 1.100 -2.141
H 0.264 1.500 1.981
H 0.039 -1.307 1.859
H -0.908 -2.233 0.461
H -1.622 -0.795 1.396
H 3.108 -1.059 -0.849
H 1.598 -0.645 -1.889
H 1.423 -1.887 -0.587
*
```

Output
Lowest unoccupied orbital energy (spin up / spin down), eV: 0.020 / 0.000
E_HOMO (spin up / spin down), eV: -7.55 / -7.58
Frontier orbital gap (spin up / spin down), eV: 7.569 / 7.576

=====

Short version: one is the most stable of them.